Entry 1:
C35H61BN8O2PS5W | ωB97M-V/def2-TZVPD

The geometry in XYZ format:
```
114
Properties=species:S:1:pos:R:3:forces:R:3:lowdin_charge:R:1
W 1.4933 -1.1961 1.5751 0.967 1.490 0.729 0.938
C 5.1393 1.7511 -1.1064 0.200 -0.054 0.019 -0.049
C 3.6748 1.8559 -1.3213 -0.508 -0.119 0.110 -0.230
C 3.1125 2.6804 -2.2638 -0.345 -0.335 0.286 0.108
C 1.7092 2.6789 -2.4378 0.671 -0.056 0.019 -0.182
N 0.9511 1.9612 -1.6507 -0.287 0.127 -0.061 0.159
N 1.4689 1.1464 -0.7500 1.167 0.655 -0.155 -0.053
B 0.3709 0.2966 -0.0436 0.465 -0.827 0.615 -0.626
N -0.5637 1.3723 0.5980 -0.178 0.676 1.183 -0.001
N -1.3568 2.0508 -0.2150 -0.389 0.115 -0.429 0.179
C -2.0325 3.0798 0.2262 0.150 0.184 0.408 -0.183
C -1.8380 3.5667 1.5441 0.357 -0.532 0.018 0.097
C -1.0807 2.8398 2.4206 -0.066 -0.175 -0.482 -0.227
C -0.8722 3.2081 3.8429 0.044 0.048 0.164 -0.044
C -0.4850 1.6582 1.9013 -0.615 0.321 -1.045 -0.538
S 0.3170 0.5666 2.9216 1.122 -0.846 -0.307 0.700
C -3.1143 3.6900 -0.6337 -0.192 0.029 -0.235 -0.527
C -3.1162 3.0947 -2.0427 0.021 0.007 0.177 -0.034
C -4.4372 3.3367 0.0695 0.105 0.046 -0.117 -0.019
C -2.9791 5.2166 -0.7144 0.061 -0.184 0.074 -0.022
N -0.4972 -0.4110 -1.0886 -0.043 -0.331 -1.617 -0.010
N -1.7689 -0.5694 -0.7145 -0.851 -0.135 0.639 0.131
C -2.6915 -0.9474 -1.5553 0.444 0.057 0.040 -0.212
C -2.3740 -1.1803 -2.9177 0.707 0.098 -0.074 0.077
C -1.0736 -1.0966 -3.3231 -0.826 -0.066 0.208 -0.247
C -0.6561 -1.3871 -4.7183 0.008 -0.033 -0.187 -0.061
C -0.0861 -0.7502 -2.3461 0.548 -0.008 0.268 -0.611
S 1.5446 -0.8557 -2.7589 0.347 -0.260 -0.364 0.813
C -4.1044 -1.1562 -1.0591 -0.133 -0.083 0.227 -0.529
C -4.4460 -2.6469 -1.2128 0.008 0.218 0.036 -0.018
C -4.2350 -0.7512 0.4101 -0.020 0.016 -0.203 -0.034
C -5.0788 -0.3350 -1.9155 0.125 -0.083 0.132 -0.021
C 2.7958 1.0235 -0.5722 -0.928 0.770 -0.947 -0.600
S 3.4185 -0.1658 0.4722 -0.711 -0.987 1.047 0.720
C 0.9896 3.4493 -3.5242 -0.259 0.127 -0.110 -0.527
C 1.9375 3.9751 -4.6016 -0.083 -0.097 0.210 -0.040
C -0.0200 2.4973 -4.1793 0.135 0.055 0.062 -0.034
C 0.2465 4.6155 -2.8639 0.149 -0.130 -0.061 -0.028
H 5.6752 2.4677 -1.7201 0.056 0.040 -0.026 0.095
H 5.4741 0.7457 -1.3605 0.109 -0.046 -0.045 0.092
H 5.3903 1.9126 -0.0591 0.054 0.052 0.048 0.091
H 3.7419 3.3004 -2.8811 0.068 0.066 -0.077 0.130
H -2.3077 4.4790 1.8720 -0.133 0.114 0.013 0.134
H -1.4799 4.0670 4.1124 -0.008 0.013 0.062 0.096
H 0.1782 3.4479 4.0099 0.041 0.030 0.092 0.101
H -1.1179 2.3666 4.4904 -0.055 0.073 0.110 0.080
H -2.7991 2.0563 -2.0156 -0.055 -0.129 -0.141 0.059
H -2.4473 3.6430 -2.6962 0.157 0.004 -0.126 0.067
H -4.1144 3.1518 -2.4656 -0.136 0.060 -0.074 0.094
H -4.5642 2.2590 0.1314 -0.070 -0.155 0.010 0.071
H -5.2665 3.7500 -0.4961 -0.139 0.059 -0.060 0.099
H -4.4774 3.7475 1.0750 -0.039 0.039 0.146 0.088
H -1.9862 5.5101 -1.0480 0.067 0.049 -0.084 0.079
H -3.1737 5.6956 0.2413 -0.041 0.093 0.114 0.082
H -3.7070 5.5971 -1.4265 -0.061 0.062 -0.048 0.101
H -3.1445 -1.4431 -3.6236 -0.118 -0.054 -0.081 0.129
H -1.5041 -1.6917 -5.3229 -0.126 0.008 -0.039 0.091
H 0.0992 -2.1717 -4.7420 0.010 0.018 0.006 0.076
H -0.2033 -0.5018 -5.1632 0.073 0.001 -0.049 0.076
H -3.8003 -3.2595 -0.5859 0.066 -0.079 0.054 0.069
H -4.3326 -2.9710 -2.2441 -0.045 -0.099 -0.109 0.087
H -5.4766 -2.8172 -0.9109 -0.100 -0.063 0.017 0.101
H -3.8257 -1.5169 1.0607 0.149 -0.077 0.153 0.064
H -5.2808 -0.6227 0.6706 -0.160 -0.034 0.024 0.095
H -3.7096 0.1788 0.6038 0.022 0.148 0.095 0.063
H -5.1465 -0.7222 -2.9272 0.003 0.016 -0.185 0.086
H -4.7855 0.7087 -1.9562 0.036 0.202 -0.033 0.069
H -6.0716 -0.3893 -1.4794 -0.147 -0.035 0.029 0.096
H 2.5386 3.1731 -5.0225 0.126 -0.088 -0.087 0.096
H 2.5899 4.7586 -4.2267 0.152 0.095 0.050 0.088
H 1.3499 4.4025 -5.4089 -0.058 0.067 -0.080 0.097
H 0.5108 1.6683 -4.6420 0.004 -0.166 -0.053 0.077
H -0.5734 3.0212 -4.9532 -0.084 0.098 -0.090 0.099
H -0.7157 2.1109 -3.4403 -0.099 -0.077 0.015 0.062
H 0.9453 5.3517 -2.4759 0.092 0.131 0.099 0.095
H -0.3621 4.2422 -2.0459 -0.126 0.011 0.112 0.052
H -0.3915 5.1058 -3.5938 -0.114 0.089 -0.076 0.100
C 2.3853 -4.5305 6.0977 0.203 0.298 -0.149 -0.054
C 2.5991 -3.0636 5.7822 -0.576 -0.226 0.366 -0.283
O 3.8255 -2.8901 5.0512 0.454 0.229 -0.658 -0.299
P 3.8588 -2.1747 3.6394 0.114 -0.168 0.504 -0.015
S 2.9196 -3.3044 2.2382 0.117 0.575 -0.050 0.389
S 2.8530 -0.4284 3.6718 -0.355 -0.863 -0.479 0.331
O 5.3774 -1.9209 3.3874 -0.776 0.267 -0.074 -0.290
C 6.4827 -2.7916 3.7430 0.607 -0.381 0.072 -0.222
C 6.8152 -3.7104 2.5858 -0.148 0.229 0.113 -0.057
H 1.4557 -4.6523 6.6468 -0.076 -0.022 0.086 0.087
H 3.2057 -4.8940 6.7110 0.007 -0.106 0.040 0.089
H 2.3381 -5.1214 5.1852 -0.012 -0.052 -0.057 0.074
H 2.7073 -2.4790 6.6989 -0.068 0.004 -0.159 0.133
H 1.7667 -2.6483 5.1969 0.153 -0.056 0.153 0.073
H 6.2299 -3.3473 4.6491 -0.033 0.141 -0.106 0.117
H 7.3055 -2.1052 3.9604 -0.187 -0.146 0.026 0.133
H 5.9240 -4.2466 2.2644 0.011 -0.140 -0.016 0.059
H 7.5681 -4.4306 2.8945 0.061 -0.056 0.025 0.091
H 7.2015 -3.1416 1.7438 0.010 0.012 -0.071 0.086
N -0.1190 -2.4022 2.7149 0.530 -0.214 0.127 -0.129
C -1.3495 -2.7104 1.9542 -0.679 -0.160 -0.459 -0.236
C -1.3318 -4.1326 1.3965 0.263 0.134 0.048 -0.168
C -0.1190 -4.4934 0.5348 -0.175 0.097 -0.115 -0.174
C 0.1891 -3.4862 -0.5744 -0.467 -0.384 -0.022 -0.208
N 1.3568 -2.6556 -0.2197 0.165 -0.021 0.835 -0.144
H 0.2641 -3.2818 3.0752 0.048 0.274 -0.001 0.070
H -0.3720 -1.8376 3.5300 0.193 -0.165 -0.247 0.061
H -1.4525 -1.9641 1.1548 -0.068 -0.142 0.208 0.078
H -2.2268 -2.6205 2.6054 0.177 0.101 -0.069 0.128
H -2.2390 -4.2741 0.8067 -0.042 0.033 0.061 0.109
H -1.3780 -4.8401 2.2273 -0.130 -0.038 0.037 0.124
H -0.3099 -5.4676 0.0853 0.055 -0.040 0.078 0.125
H 0.7742 -4.6070 1.1521 0.010 -0.154 0.080 0.061
H -0.6799 -2.8495 -0.7514 0.143 -0.016 -0.078 0.097
H 0.4063 -4.0231 -1.5045 0.047 0.238 0.063 0.138
H 1.6528 -2.1283 -1.0640 -0.137 0.351 0.025 -0.045
H 2.1251 -3.3175 -0.0551 -0.176 0.335 -0.101 0.034
```
Positions in Å, forces in eV/Å.

Computed properties:
- orbital gap (spin up / spin down) (eV) = 5.383 / 5.817
- ⟨S²⟩ = 0.77
- 2S+1 = 2
- charge = +2

=====

Entry 2:
C10H14N3 | ωB97M-V/def2-TZVPD

The geometry in XYZ format:
```
27
Properties=species:S:1:pos:R:3:forces:R:3:lowdin_charge:R:1
C -3.0749 1.1081 0.9686 1.149 -2.207 0.407 -0.040
C -2.2154 1.9843 0.3943 0.141 1.565 -1.193 -0.098
C -2.7159 -0.2617 0.8792 -1.456 2.256 0.280 -0.037
C -1.1143 1.5998 -0.3747 0.077 -1.137 -0.046 -0.067
C -1.6308 -0.6605 0.1996 0.749 -2.007 -1.318 -0.309
C -0.9052 0.2455 -0.5288 0.290 1.031 1.158 -0.060
C 2.4557 0.3424 1.5034 -0.177 -4.472 -1.550 -0.027
C 2.3379 0.3595 -0.7694 2.047 -0.556 -1.850 -0.360
C -1.2837 -2.1244 0.0611 -3.141 -0.903 -1.227 -0.037
C 1.2590 0.0079 -1.7253 0.644 -1.951 -0.788 -0.013
N 2.4001 -0.4813 0.4205 0.577 0.570 1.566 0.151
N 2.2945 1.7065 -0.2500 0.064 -0.574 -0.442 0.170
N 2.4752 1.5278 1.0481 -0.890 6.608 2.536 0.033
H -3.8844 1.3919 1.6002 -0.655 0.346 -0.063 0.107
H -2.4917 3.0122 0.3138 0.021 0.761 0.536 0.102
H -3.4012 -0.9892 1.1726 -0.909 -1.146 1.096 0.099
H -0.4234 2.2922 -0.8241 -0.186 0.456 -0.220 0.097
H 2.3621 -0.0495 2.5021 0.395 0.472 0.306 0.171
H 3.3009 0.3136 -1.4646 -0.978 -0.078 1.647 0.207
H -0.2685 -2.2566 0.2675 1.555 -0.653 0.665 0.031
H -1.9990 -2.7876 0.6716 1.457 0.962 -0.677 0.113
H -1.4388 -2.4569 -1.0211 0.209 0.440 1.294 0.112
H 1.3348 -0.8805 -2.4013 0.405 0.524 1.057 0.125
H 1.0560 0.8273 -2.3158 -0.623 1.868 -1.260 0.066
H 0.0965 -0.1719 -1.1039 -0.597 0.408 0.175 0.026
H 2.7661 -1.4257 0.4720 -0.407 0.031 -0.205 0.175
H 2.4068 2.4358 1.6933 0.240 -2.615 -1.884 0.261
```
Positions in Å, forces in eV/Å.

Computed properties:
- orbital gap (spin up / spin down) (eV) = 7.291 / 6.307
- ⟨S²⟩ = 2.02
- 2S+1 = 3
- charge = +1

=====

Entry 3:
C5H13FeHgNO5Rb | ωB97M-V/def2-TZVPD

The geometry in XYZ format:
```
27
Properties=species:S:1:pos:R:3:forces:R:3:lowdin_charge:R:1
Hg 0.0067 -14.8081 10.4146 1.316 -0.189 -0.421 0.889
Fe -3.1467 -13.9797 8.9133 3.053 2.644 1.669 0.937
Rb -2.9763 -17.7531 9.8500 0.806 0.352 0.023 0.807
O -2.2444 -15.0389 10.5203 -2.912 0.245 -0.699 -0.683
H -2.5923 -14.2916 11.0446 0.290 -0.535 0.351 -0.070
O -3.5699 -12.1096 9.6931 0.177 -2.418 -0.495 -0.439
H -3.1455 -12.0263 10.5691 -0.223 -0.002 -0.686 -0.050
O 0.3969 -16.7458 9.0923 -0.266 1.623 -0.077 -0.437
C -0.0324 -16.3225 7.8431 -1.678 -0.358 -0.477 -0.461
C -0.3180 -14.8333 7.3669 2.451 1.226 1.059 -0.384
O -0.7595 -13.8617 8.3152 -2.257 -1.536 -0.256 -0.448
H -1.0149 -16.7535 7.6505 -1.518 -0.662 0.106 0.028
H 0.4808 -16.8171 7.0184 0.897 0.215 -0.197 0.094
H -0.8320 -14.7528 6.4091 -0.808 -0.741 0.055 0.090
H 0.6568 -14.4611 7.0516 0.644 0.127 0.052 0.086
C -5.5530 -15.5445 15.4724 -0.939 0.724 -1.909 -0.320
O -5.9919 -14.4076 15.6693 1.019 -1.766 0.380 0.007
N -4.6008 -15.8309 14.5202 0.008 -1.055 1.257 -0.179
C -3.9148 -14.6797 13.9808 -0.174 0.395 -1.228 -0.061
C -4.3206 -17.2491 14.0866 0.359 1.657 0.397 -0.027
H -6.0181 -16.4840 15.8090 -0.067 0.215 0.669 0.127
H -3.7053 -13.8707 14.6806 0.106 -0.590 0.555 0.096
H -4.5986 -14.1837 13.2919 0.042 0.049 -0.444 0.092
H -3.0093 -14.9549 13.4400 -0.020 -0.143 0.136 0.077
H -3.2424 -17.4089 14.0832 0.044 -0.032 0.173 0.083
H -4.7854 -17.9798 14.7486 -0.048 0.311 0.125 0.082
H -4.6644 -17.4539 13.0727 -0.301 0.245 -0.119 0.064
```
Positions in Å, forces in eV/Å.

Computed properties:
- orbital gap (spin up / spin down) (eV) = 4.761 / 5.816
- ⟨S²⟩ = 8.77
- 2S+1 = 6

=====

Question: Which formula does entry 1 have?
Answer: C35H61BN8O2PS5W

=====

Question: Among the records above, which one has the highest 2S+1?
Answer: C5H13FeHgNO5Rb

=====

Copy entry 3 word for word.
C5H13FeHgNO5Rb | ωB97M-V/def2-TZVPD

The geometry in XYZ format:
```
27
Properties=species:S:1:pos:R:3:forces:R:3:lowdin_charge:R:1
Hg 0.0067 -14.8081 10.4146 1.316 -0.189 -0.421 0.889
Fe -3.1467 -13.9797 8.9133 3.053 2.644 1.669 0.937
Rb -2.9763 -17.7531 9.8500 0.806 0.352 0.023 0.807
O -2.2444 -15.0389 10.5203 -2.912 0.245 -0.699 -0.683
H -2.5923 -14.2916 11.0446 0.290 -0.535 0.351 -0.070
O -3.5699 -12.1096 9.6931 0.177 -2.418 -0.495 -0.439
H -3.1455 -12.0263 10.5691 -0.223 -0.002 -0.686 -0.050
O 0.3969 -16.7458 9.0923 -0.266 1.623 -0.077 -0.437
C -0.0324 -16.3225 7.8431 -1.678 -0.358 -0.477 -0.461
C -0.3180 -14.8333 7.3669 2.451 1.226 1.059 -0.384
O -0.7595 -13.8617 8.3152 -2.257 -1.536 -0.256 -0.448
H -1.0149 -16.7535 7.6505 -1.518 -0.662 0.106 0.028
H 0.4808 -16.8171 7.0184 0.897 0.215 -0.197 0.094
H -0.8320 -14.7528 6.4091 -0.808 -0.741 0.055 0.090
H 0.6568 -14.4611 7.0516 0.644 0.127 0.052 0.086
C -5.5530 -15.5445 15.4724 -0.939 0.724 -1.909 -0.320
O -5.9919 -14.4076 15.6693 1.019 -1.766 0.380 0.007
N -4.6008 -15.8309 14.5202 0.008 -1.055 1.257 -0.179
C -3.9148 -14.6797 13.9808 -0.174 0.395 -1.228 -0.061
C -4.3206 -17.2491 14.0866 0.359 1.657 0.397 -0.027
H -6.0181 -16.4840 15.8090 -0.067 0.215 0.669 0.127
H -3.7053 -13.8707 14.6806 0.106 -0.590 0.555 0.096
H -4.5986 -14.1837 13.2919 0.042 0.049 -0.444 0.092
H -3.0093 -14.9549 13.4400 -0.020 -0.143 0.136 0.077
H -3.2424 -17.4089 14.0832 0.044 -0.032 0.173 0.083
H -4.7854 -17.9798 14.7486 -0.048 0.311 0.125 0.082
H -4.6644 -17.4539 13.0727 -0.301 0.245 -0.119 0.064
```
Positions in Å, forces in eV/Å.

Computed properties:
- orbital gap (spin up / spin down) (eV) = 4.761 / 5.816
- ⟨S²⟩ = 8.77
- 2S+1 = 6